No. 1
Entry from the Open Molecules 2025 dataset: C42H31ClO33P2 as an isolated structure (ωB97M-V/def2-TZVPD).

Summary:
- Calculated total energy: -5244.95996 Ha
- 2S+1: 1
- Kohn-Sham gap: 0.2830 hartree

Cartesian coordinates (Å):
1 O 5.081 1.817 3.072
2 P 4.788 3.108 2.431
3 O 3.399 3.134 1.519
4 P 2.035 3.253 2.382
5 O 2.311 3.085 3.817
6 O 1.082 2.108 1.883
7 O 1.398 4.735 2.089
8 Cl 1.660 5.741 3.426
9 H 4.741 4.162 3.358
10 H 5.774 3.367 1.459
11 H 1.433 1.272 2.277
12 C -4.448 -1.176 -4.423
13 C -3.607 -0.430 -3.700
14 C -3.684 -0.381 -2.208
15 O -2.871 0.305 -1.611
16 C -4.721 -1.152 -1.542
17 C -5.564 -1.894 -2.265
18 C -5.476 -1.966 -3.756
19 O -6.262 -2.676 -4.354
20 O -6.535 -2.620 -1.706
21 O -2.649 0.311 -4.260
22 H -4.400 -1.222 -5.501
23 H -4.778 -1.101 -0.465
24 H -6.994 -3.061 -2.445
25 H -2.181 0.745 -3.522
26 C -0.284 -3.624 0.878
27 C -1.113 -2.952 0.060
28 C -2.118 -3.660 -0.780
29 O -2.856 -3.013 -1.510
30 C -2.169 -5.101 -0.713
31 C -1.344 -5.781 0.092
32 C -0.347 -5.083 0.957
33 O 0.372 -5.747 1.678
34 O -1.364 -7.109 0.155
35 O -1.071 -1.630 -0.038
36 H 0.450 -3.122 1.492
37 H -2.887 -5.600 -1.349
38 H -0.678 -7.354 0.805
39 H -1.757 -1.358 -0.681
40 C -2.961 3.874 4.953
41 C -3.669 3.248 5.898
42 C -3.109 2.096 6.670
43 O -3.807 1.577 7.527
44 C -1.770 1.638 6.342
45 C -1.055 2.256 5.394
46 C -1.604 3.437 4.641
47 O -0.924 3.988 3.795
48 O 0.168 1.853 5.066
49 O -4.914 3.608 6.214
50 H -3.357 4.709 4.393
51 H -1.386 0.791 6.892
52 H 0.492 2.462 4.370
53 H -5.194 2.997 6.922
54 C -1.838 2.358 12.103
55 C -2.256 2.503 10.839
56 C -1.393 3.153 9.797
57 O -1.816 3.251 8.660
58 C -0.082 3.647 10.197
59 C 0.331 3.502 11.461
60 C -0.520 2.834 12.498
61 O -0.076 2.720 13.625
62 O 1.518 3.938 11.880
63 O -3.451 2.075 10.439
64 H -2.448 1.891 12.863
65 H 0.524 4.127 9.442
66 H 1.565 3.706 12.827
67 H -3.517 2.269 9.482
68 C 2.819 -3.201 -3.948
69 C 1.679 -3.668 -3.439
70 C 1.624 -4.822 -2.502
71 O 0.516 -5.136 -2.090
72 C 2.876 -5.472 -2.145
73 C 4.031 -5.016 -2.664
74 C 4.081 -3.833 -3.602
75 O 5.161 -3.461 -4.015
76 O 5.203 -5.576 -2.383
77 O 0.499 -3.114 -3.737
78 H 2.803 -2.349 -4.608
79 H 2.835 -6.317 -1.472
80 H 5.868 -5.060 -2.878
81 H -0.166 -3.630 -3.242
82 C 0.589 -2.872 -7.801
83 C 0.260 -3.104 -9.075
84 C 0.640 -2.160 -10.170
85 O 0.318 -2.434 -11.310
86 C 1.371 -0.952 -9.813
87 C 1.718 -0.723 -8.540
88 C 1.349 -1.677 -7.446
89 O 1.637 -1.407 -6.295
90 O 2.377 0.380 -8.183
91 O -0.433 -4.179 -9.450
92 H 0.305 -3.539 -6.999
93 H 1.622 -0.267 -10.611
94 H 2.596 0.304 -7.238
95 H -0.537 -4.103 -10.418
96 C 2.834 4.896 -3.813
97 C 2.620 4.096 -2.762
98 C 2.636 2.599 -2.897
99 O 2.451 1.925 -1.900
100 C 2.880 2.030 -4.223
101 C 3.123 2.837 -5.266
102 C 3.123 4.326 -5.125
103 O 3.371 5.001 -6.104
104 O 3.426 2.367 -6.487
105 O 2.401 4.586 -1.534
106 H 2.830 5.973 -3.729
107 H 2.887 0.951 -4.310
108 H 3.632 3.151 -7.028
109 H 2.327 3.810 -0.937

No. 2
Entry from the Open Molecules 2025 dataset: C27H20BiClF9OP as an isolated structure (ωB97M-V/def2-TZVPD).

Summary:
- Calculated total energy: -3030.69606 Ha
- 2S+1: 1
- Kohn-Sham gap: 0.1932 hartree

Cartesian coordinates (Å):
1 C -1.228 -1.465 1.428
2 C -1.032 -2.012 0.165
3 C 0.418 -2.209 -0.077
4 H -1.842 -2.242 -0.506
5 C 1.137 -1.719 0.988
6 C 0.134 -1.276 1.989
7 H 0.532 -0.916 3.072
8 H -2.086 -0.936 1.880
9 H 0.862 -2.657 -0.952
10 H 2.242 -1.591 1.183
11 Bi -0.071 0.183 -0.077
12 Cl 2.011 1.424 0.169
13 P 0.022 0.341 -2.497
14 C 1.248 -0.736 -3.137
15 C 0.941 -1.437 -4.306
16 H -0.067 -1.411 -4.714
17 C 1.928 -2.174 -4.949
18 H 1.680 -2.724 -5.855
19 C 3.228 -2.207 -4.443
20 H 3.998 -2.786 -4.951
21 C 3.536 -1.490 -3.285
22 H 4.551 -1.503 -2.890
23 C 2.555 -0.757 -2.631
24 H 2.800 -0.191 -1.736
25 C -1.601 -0.154 -3.008
26 C -2.049 -1.480 -2.917
27 H -1.410 -2.253 -2.494
28 C -3.313 -1.812 -3.385
29 H -3.655 -2.843 -3.324
30 C -4.140 -0.830 -3.935
31 H -5.131 -1.091 -4.300
32 C -3.692 0.489 -4.013
33 H -4.330 1.261 -4.435
34 C -2.430 0.832 -3.552
35 H -2.080 1.860 -3.609
36 C 0.344 1.987 -2.966
37 C 0.850 2.098 -4.259
38 H 1.096 1.206 -4.829
39 C 1.053 3.355 -4.811
40 H 1.452 3.433 -5.820
41 C 0.753 4.503 -4.079
42 H 0.916 5.486 -4.515
43 C 0.248 4.384 -2.782
44 H 0.017 5.277 -2.204
45 C 0.037 3.133 -2.217
46 H -0.353 3.044 -1.205
47 F 2.352 -0.415 4.133
48 C 1.427 0.574 4.189
49 F 1.279 0.938 5.453
50 F 1.944 1.604 3.496
51 C -0.037 0.169 3.725
52 O 0.025 0.344 2.045
53 C -0.827 -1.034 4.531
54 F -0.810 -0.628 5.788
55 F -2.128 -1.229 4.172
56 F -0.251 -2.277 4.503
57 C -0.943 1.367 3.651
58 F -1.066 1.722 4.893
59 F -0.399 2.358 2.920
60 F -2.147 1.089 3.104

No. 3
Entry from the Open Molecules 2025 dataset: an isolated ion of composition C3H2Cl3F2O3S and charge -1 (ωB97M-V/def2-TZVPD).

Summary:
- Calculated total energy: -2319.66153 Ha
- Charge: -1
- 2S+1: 1
- Energy above the lowest of the compared OMol25 structures with the same formula, charge and spin: 83.1 kcal per mole
- Kohn-Sham gap: 0.2997 hartree

Cartesian coordinates (Å):
1 C 0.795 -0.932 -0.531
2 C -0.159 -1.719 0.361
3 C -1.447 0.614 2.038
4 O 0.513 2.322 1.971
5 O -1.530 2.752 3.313
6 O 0.143 1.044 3.938
7 F 1.798 -1.819 -0.884
8 F -1.434 -1.759 -0.242
9 S -0.407 1.869 2.921
10 Cl -0.501 -1.023 1.947
11 Cl -2.749 0.171 3.065
12 Cl -1.931 1.161 0.555
13 H 1.283 0.037 -0.225
14 H 0.326 -0.713 -1.530

No. 4
Entry from the Open Molecules 2025 dataset: C31H42AsBN12O4PS2Y as an isolated structure (ωB97M-V/def2-TZVPD).

Summary:
- Calculated total energy: -5601.49069 Ha
- 2S+1: 1
- Energy above the lowest of the compared OMol25 structures with the same formula, charge and spin: 16.3 kcal per mole
- Kohn-Sham gap: 0.3048 hartree

Cartesian coordinates (Å):
1 Y -0.520 -0.372 -0.138
2 C -0.315 -4.051 -2.051
3 C 0.847 -3.551 -1.258
4 C 2.139 -4.089 -1.292
5 C 2.830 -3.414 -0.314
6 N 1.995 -2.544 0.271
7 N 0.775 -2.590 -0.328
8 B 2.316 -1.657 1.510
9 N 2.747 -0.283 0.994
10 C 3.901 0.374 1.147
11 C 3.832 1.532 0.410
12 C 2.566 1.521 -0.175
13 C 2.021 2.651 -0.978
14 N 1.901 0.403 0.167
15 N 1.088 -1.527 2.455
16 C 1.099 -1.755 3.779
17 C -0.155 -1.496 4.279
18 C -0.912 -1.094 3.175
19 C -2.352 -0.717 3.164
20 N -0.149 -1.106 2.079
21 N 3.407 -2.376 2.312
22 C 3.365 -3.689 2.656
23 C 4.270 -3.894 3.664
24 C 4.828 -2.618 3.903
25 C 5.869 -2.238 4.905
26 N 4.294 -1.716 3.100
27 H 0.051 -4.647 -2.886
28 H -0.941 -4.690 -1.427
29 H -0.958 -3.256 -2.421
30 H 2.503 -4.874 -1.932
31 H 3.847 -3.507 0.026
32 H 4.665 -0.031 1.787
33 H 4.583 2.297 0.319
34 H 2.825 3.359 -1.177
35 H 1.600 2.342 -1.926
36 H 1.238 3.161 -0.417
37 H 2.000 -2.084 4.267
38 H -0.487 -1.583 5.298
39 H -2.687 -0.540 4.185
40 H -2.524 0.182 2.574
41 H -2.954 -1.517 2.727
42 H 2.690 -4.375 2.172
43 H 4.503 -4.824 4.154
44 H 6.500 -3.092 5.149
45 H 6.502 -1.441 4.519
46 H 5.415 -1.886 5.833
47 O -2.676 0.383 0.140
48 N -3.742 -0.179 -0.409
49 C -4.746 0.646 -0.781
50 C -5.895 0.154 -1.333
51 C -6.009 -1.230 -1.504
52 C -4.975 -2.046 -1.126
53 C -3.791 -1.529 -0.569
54 S -2.444 -2.465 -0.099
55 H -4.528 1.688 -0.600
56 H -6.677 0.841 -1.620
57 H -6.903 -1.655 -1.939
58 H -5.029 -3.118 -1.255
59 N -0.823 1.645 -1.300
60 C -1.047 2.572 -1.956
61 C -1.307 3.686 -2.740
62 C -1.971 4.774 -2.136
63 N -2.495 5.652 -1.598
64 C -0.906 3.701 -4.096
65 N -0.585 3.707 -5.204
66 C -0.930 4.509 4.022
67 As -1.028 3.925 2.192
68 C -0.093 5.262 1.173
69 C -2.880 4.047 1.681
70 S -0.244 1.994 2.035
71 H -1.283 5.535 4.115
72 H 0.107 4.434 4.344
73 H -1.539 3.843 4.629
74 H -0.373 6.257 1.517
75 H -0.371 5.161 0.126
76 H 0.976 5.102 1.304
77 H -3.295 5.000 2.007
78 H -3.413 3.220 2.147
79 H -2.945 3.984 0.597
80 C 0.060 -2.725 -4.958
81 O -0.655 -1.495 -4.884
82 P -0.933 -0.708 -3.491
83 O 0.551 -0.387 -2.920
84 C 1.520 0.365 -3.685
85 O -1.315 0.707 -4.154
86 C -2.621 0.845 -4.730
87 H 0.504 -2.775 -5.949
88 H -0.618 -3.568 -4.823
89 H 0.850 -2.771 -4.205
90 H 2.439 0.361 -3.106
91 H 1.160 1.381 -3.843
92 H 1.675 -0.115 -4.650
93 H -2.663 1.850 -5.141
94 H -3.389 0.721 -3.961
95 H -2.767 0.116 -5.526

No. 5
Entry from the Open Molecules 2025 dataset: a 2-piece molecular cluster, C3H9NS overall (ωB97M-V/def2-TZVPD).

Summary:
- Calculated total energy: -572.53787 Ha
- SMILES: C=CN.CS
- 2S+1: 1
- Energy above the lowest of the compared OMol25 structures with the same formula, charge and spin: 64.1 kcal per mole
- Kohn-Sham gap: 0.3381 hartree

Cartesian coordinates (Å):
1 C 1.338 -1.928 -0.237
2 S 0.351 -2.766 0.980
3 H 1.720 -2.697 -0.968
4 H 2.216 -1.278 0.164
5 H 0.654 -1.277 -0.788
6 C -0.368 1.598 0.173
7 C -0.351 1.870 -1.154
8 N -1.295 0.730 0.852
9 H 0.284 2.338 0.761
10 H -0.106 2.858 -1.579
11 H -0.357 0.817 -1.553
12 H -0.140 -1.686 1.614
13 H -2.000 0.368 0.179
14 H -1.947 1.053 1.557

No. 6
Entry from the Open Molecules 2025 dataset: a 2-piece molecular cluster, C4H15N2O overall (ωB97M-V/def2-TZVPD).

Summary:
- Calculated total energy: -346.00222 Ha
- 2S+1: 2
- Energy above the lowest of the compared OMol25 structures with the same formula, charge and spin: 45.8 kcal per mole
- Kohn-Sham gap (alpha / beta): 0.1265 / 0.3691 hartree

Cartesian coordinates (Å):
1 N 1.060 0.718 -0.740
2 C 0.052 -0.189 -1.340
3 C -1.055 0.620 -1.958
4 C -0.338 -1.339 -0.363
5 N 0.506 -1.409 0.810
6 C -0.237 -1.319 2.087
7 H 0.643 1.549 -0.303
8 H 1.548 0.147 -0.030
9 H 1.890 0.934 -1.403
10 H 0.598 -0.737 -2.103
11 H -0.897 0.801 -3.027
12 H -1.288 1.580 -1.505
13 H -2.036 0.128 -1.952
14 H -1.425 -1.354 -0.217
15 H -0.327 -2.283 -0.921
16 H 1.050 -2.257 0.840
17 H -1.035 -0.597 1.978
18 H -0.629 -2.294 2.380
19 H 0.426 -0.955 2.877
20 H 0.805 2.146 2.006
21 H 0.092 3.412 1.652
22 O 0.597 2.697 1.233

No. 7
Entry from the Open Molecules 2025 dataset: one molecule with the formula C24H35N3O4S (ωB97M-V/def2-TZVPD).

Summary:
- Calculated total energy: -1798.98385 Ha
- SMILES: CCC(C)(C)NC(=O)[C@@H]1CCCN(S(=O)(=O)c2ccc3c(c2)C[C@@H](C)N3C(=O)C2CC2)C1
- 2S+1: 1
- Energy above the lowest of the compared OMol25 structures with the same formula, charge and spin: 20.1 kcal per mole
- Kohn-Sham gap: 0.3384 hartree

Cartesian coordinates (Å):
1 C 2.119 -1.323 4.968
2 H 2.085 -0.594 5.774
3 H 1.649 -0.887 4.089
4 H 3.162 -1.513 4.730
5 C 1.410 -2.604 5.397
6 H 0.450 -2.356 5.851
7 H 2.011 -3.118 6.150
8 C 1.128 -3.578 4.238
9 N 0.166 -2.976 3.316
10 C -1.085 -2.604 3.618
11 O -1.645 -2.817 4.678
12 C -1.841 -1.888 2.485
13 C -0.964 -0.977 1.622
14 N -0.082 -1.763 0.792
15 S 1.338 -1.043 0.308
16 O 2.073 -2.034 -0.418
17 O 1.921 -0.485 1.495
18 C 0.833 0.275 -0.782
19 C 0.559 -0.014 -2.104
20 C 0.085 0.973 -2.957
21 C -0.104 2.247 -2.441
22 C 0.179 2.527 -1.098
23 C 0.643 1.543 -0.256
24 H 0.878 1.730 0.780
25 C -0.123 3.964 -0.809
26 H 0.698 4.463 -0.294
27 H -1.014 4.048 -0.182
28 C -0.358 4.559 -2.211
29 N -0.557 3.397 -3.086
30 C -1.036 3.424 -4.372
31 O -1.079 2.421 -5.057
32 C -1.505 4.738 -4.897
33 C -2.405 4.692 -6.106
34 C -0.995 5.133 -6.264
35 H -0.307 4.452 -6.741
36 H -0.784 6.178 -6.439
37 H -2.665 3.711 -6.471
38 H -3.195 5.424 -6.171
39 H -1.674 5.533 -4.187
40 C 0.856 5.361 -2.680
41 H 0.729 5.698 -3.705
42 H 0.997 6.231 -2.042
43 H 1.747 4.739 -2.630
44 H -1.252 5.188 -2.216
45 H -0.131 0.760 -3.990
46 H 0.741 -1.013 -2.464
47 C -0.764 -2.644 -0.125
48 C -1.590 -3.647 0.680
49 C -2.566 -2.907 1.591
50 H -3.106 -3.615 2.221
51 H -3.297 -2.375 0.976
52 H -0.919 -4.262 1.281
53 H -2.136 -4.298 -0.003
54 H 0.006 -3.146 -0.713
55 H -1.419 -2.071 -0.800
56 H -0.335 -0.338 2.245
57 H -1.609 -0.336 0.998
58 H -2.596 -1.273 2.986
59 H 0.542 -2.672 2.429
60 C 0.546 -4.882 4.795
61 H 0.304 -5.563 3.982
62 H -0.362 -4.671 5.352
63 H 1.264 -5.363 5.452
64 C 2.389 -3.874 3.426
65 H 2.733 -2.982 2.909
66 H 2.186 -4.642 2.683
67 H 3.181 -4.228 4.081

No. 8
Entry from the Open Molecules 2025 dataset: C16H29BNS2 as an isolated structure (ωB97M-V/def2-TZVPD).

Summary:
- Calculated total energy: -1502.70145 Ha
- Charge: +1
- 2S+1: 1
- Energy above the lowest of the compared OMol25 structures with the same formula, charge and spin: 2.8 kcal per mole
- Kohn-Sham gap: 0.2708 hartree

Cartesian coordinates (Å):
1 C 1.248 4.258 4.649
2 C 0.978 5.733 4.359
3 C 2.276 6.488 4.625
4 N -0.215 6.373 5.064
5 C -0.219 7.844 4.817
6 C -0.344 8.516 3.594
7 C -0.331 9.934 3.606
8 C -0.195 10.616 4.820
9 C -0.070 9.918 6.010
10 C -0.085 8.553 5.989
11 C -1.557 5.784 4.633
12 C -2.739 6.568 5.192
13 C -1.793 4.306 4.940
14 B -0.029 6.828 6.688
15 H -0.117 1.983 6.378
16 H 2.197 3.963 4.153
17 H 1.374 4.097 5.732
18 H 0.492 3.576 4.245
19 H 0.729 5.820 3.298
20 H 3.083 5.980 4.070
21 H 2.218 7.542 4.307
22 H 2.523 6.437 5.695
23 H -0.451 7.970 2.641
24 H -0.431 10.465 2.640
25 H -0.191 11.693 4.797
26 H 0.041 10.372 6.997
27 H 0.027 8.196 7.073
28 H -1.547 5.891 3.545
29 H -3.665 6.095 4.820
30 H -2.747 6.500 6.290
31 H -2.718 7.627 4.885
32 H -2.849 4.052 4.707
33 H -1.197 3.626 4.320
34 H -1.632 4.104 6.012
35 H 1.038 6.510 7.092
36 H -0.987 6.533 7.318
37 C -0.017 -1.318 6.409
38 C -1.270 -1.015 7.218
39 S -1.712 0.704 7.206
40 C -0.062 1.445 7.289
41 S 1.603 0.780 7.097
42 C 1.244 -0.958 7.180
43 H 0.007 -2.383 6.150
44 H -0.038 -0.740 5.471
45 H -2.121 -1.441 6.645
46 H -1.166 -1.384 8.257
47 H -0.038 2.171 8.188
48 H 1.178 -1.294 8.231
49 H 2.100 -1.369 6.605